{"formula": "C24H27O5", "method": "the ωB97M-V functional and the def2-TZVPD basis", "symbols": ["C", "O", "C", "C", "C", "C", "C", "C", "C", "C", "C", "O", "O", "H", "H", "H", "H", "H", "H", "H", "H", "H", "H", "H", "H", "H", "H", "H", "H", "H", "H", "H", "C", "C", "C", "C", "C", "C", "C", "O", "C", "C", "C", "C", "C", "C", "C", "O", "H", "H", "H", "H", "H", "H", "H", "H"], "coordinates": [[-2.04043, -1.46498, 3.72764], [-2.64060, -0.43643, 2.97227], [-2.38937, -0.55209, 1.58327], [-3.15172, -1.67927, 0.89640], [-2.99291, -1.61826, -0.63053], [-2.82449, -3.00069, -1.26920], [-1.49571, -3.67654, -0.87931], [-0.40878, -3.65736, -1.96874], [0.83578, -2.82300, -1.63067], [1.39806, -2.89338, -0.21198], [1.84619, -4.29315, 0.29767], [2.84765, -4.29376, 1.03581], [1.07706, -5.24040, 0.00645], [-0.97886, -1.57876, 3.47382], [-2.12756, -1.17938, 4.77648], [-2.53427, -2.43330, 3.58381], [-1.30990, -0.68706, 1.41602], [-2.67397, 0.41029, 1.14468], [-2.78112, -2.64390, 1.25627], [-4.20539, -1.61141, 1.18837], [-2.10175, -1.01991, -0.87040], [-3.84509, -1.08941, -1.07012], [-2.88699, -2.89386, -2.35724], [-3.67018, -3.63338, -0.96952], [-1.65676, -4.70610, -0.55478], [-1.10327, -3.16718, 0.00486], [-0.84343, -3.23649, -2.88713], [-0.10026, -4.67698, -2.19445], [0.62294, -1.76761, -1.85765], [1.64063, -3.11912, -2.31672], [0.66154, -2.49026, 0.49860], [2.26119, -2.22148, -0.14550], [5.17190, 2.39506, 0.14677], [4.58479, 1.13374, 0.12782], [3.21474, 1.00634, -0.02718], [2.42910, 2.14579, -0.15914], [3.01491, 3.41256, -0.13411], [4.39188, 3.53192, 0.01649], [2.18782, 4.64538, -0.25551], [2.69100, 5.75036, -0.25137], [0.70801, 4.47699, -0.37658], [-0.09427, 5.60980, -0.45408], [-1.46746, 5.47745, -0.56950], [-2.04760, 4.21364, -0.61117], [-1.25423, 3.08174, -0.53637], [0.12423, 3.21060, -0.41760], [0.95816, 1.97602, -0.33044], [0.46896, 0.87248, -0.39095], [6.24362, 2.48937, 0.26626], [5.19441, 0.24639, 0.23646], [2.74038, 0.03318, -0.04562], [4.83203, 4.51965, 0.03275], [0.37510, 6.58356, -0.42238], [-2.09079, 6.36061, -0.62613], [-3.12147, 4.11302, -0.70132], [-1.68343, 2.08897, -0.56564]], "forces_ev_per_angstrom": [[0.02, -0.03, 0.06], [-0.05, 0.02, 0.00], [0.08, -0.05, -0.12], [0.00, 0.01, 0.09], [0.17, 0.05, 0.01], [-0.11, -0.03, 0.05], [-0.02, 0.05, 0.04], [-0.06, 0.07, -0.02], [0.20, 0.13, -0.16], [0.11, 0.13, -0.09], [-0.78, 0.26, 0.33], [0.44, -0.11, 0.03], [0.18, -0.08, -0.19], [-0.05, 0.01, 0.00], [0.02, -0.05, -0.03], [0.02, 0.06, -0.01], [-0.06, 0.05, -0.06], [0.00, -0.05, 0.05], [-0.02, 0.08, 0.01], [0.03, -0.04, -0.05], [-0.04, -0.07, 0.00], [0.02, -0.01, 0.01], [-0.02, -0.08, 0.03], [0.01, 0.09, -0.03], [0.01, 0.07, -0.07], [-0.06, -0.14, -0.02], [0.07, -0.09, 0.01], [-0.01, 0.02, 0.12], [-0.01, -0.04, 0.06], [-0.10, 0.03, -0.03], [0.14, -0.13, 0.01], [-0.04, -0.05, -0.02], [-0.01, 0.01, 0.00], [0.00, 0.01, 0.00], [0.04, -0.01, 0.00], [-0.01, 0.01, -0.01], [-0.02, 0.02, 0.01], [0.05, -0.03, 0.01], [0.00, -0.02, 0.01], [0.00, 0.00, 0.00], [0.02, -0.01, -0.01], [-0.06, 0.01, -0.01], [0.02, 0.00, 0.01], [0.01, -0.01, 0.00], [-0.05, 0.04, 0.00], [0.01, -0.02, 0.01], [0.18, -0.03, 0.04], [-0.25, -0.03, -0.03], [0.00, 0.00, 0.00], [0.00, 0.00, 0.00], [-0.01, 0.01, 0.00], [-0.02, 0.01, 0.00], [0.02, -0.01, 0.00], [0.00, 0.00, 0.00], [0.00, 0.00, 0.00], [0.03, -0.01, 0.00]], "total_charge": -1, "de_lowest_kcal_mol": 0.0, "homo_ha": -0.151, "homo_lumo_gap_ha": 0.180}